Below is a cluster of 2 separate species, Cl2HNS in total, with properties calculated with ωB97M-V/def2-TZVPD.

Last columns: bonded neighbours and bond lengths (Å).
Positions of all 5 atoms, in Å:
1 H -0.0467 -0.0036 0.3034  no bonds
2 Cl 2.3181 -1.5496 -1.7178  N5 1.695
3 S -0.1916 -0.2449 -1.7134  N5 1.630
4 Cl 2.4314 1.2100 -2.3590  N5 1.939
5 N 1.2970 -0.3625 -2.3677  Cl2 1.695, S3 1.630, Cl4 1.939

**Highest occupied orbital energy**: -10.051 eV
**Total charge**: 0
**LUMO energy**: -0.06233 Ha
**E**: -37381.31670 eV
**Frontier orbital gap**: 8.355 eV